1.
This record from the Open Molecules 2025 dataset describes a molecular structure, C27H43AgGe2N5S2Te. The level of theory is wB97M-V/def2-TZVPD.

* charge: +1
* gap between HOMO and LUMO: 8.255 eV
* electronic energy: -182137.276 eV
* F_max: 0.4 eV/Å
* energy relative to the best compared isomer or geometry (same formula, charge and spin): 4.5 kcal per mole

Cartesian coordinates (Å):
H (3.65214, 1.13690, 3.25657)
H (0.14850, 2.12816, -2.13614)
C (-1.03442, 6.76473, 0.13395)
H (2.01939, -5.44328, -1.81928)
H (-4.33243, -0.27921, 3.27253)
H (2.58083, 2.23983, -1.10256)
H (-3.48690, -3.96603, 2.22227)
H (-1.02842, 2.23227, -4.41712)
C (-2.74413, 0.83225, 2.25406)
H (-0.59669, -1.98980, -2.70996)
C (-6.55235, -0.35030, -3.75526)
H (3.45754, -3.47127, -2.48075)
C (-3.58517, -2.95609, 1.81916)
C (-0.39542, 4.40246, 0.97118)
C (-3.93182, 0.43481, -4.10179)
C (1.84823, -4.43226, -1.49441)
H (-0.34622, -1.72180, -5.18866)
H (2.15977, -0.94616, 4.80886)
N (2.05700, 0.16255, -1.07286)
C (2.73953, 1.29652, 2.68892)
H (0.52892, -0.30023, 4.45853)
H (-2.01610, 0.74928, 3.06437)
N (2.66956, -3.39386, -1.86077)
C (0.88440, -3.87584, -0.70791)
Te (1.93329, -0.59641, 2.17287)
H (-1.36887, 4.66321, 2.71741)
C (-3.68854, -0.44144, -0.47319)
C (-3.35679, -0.11996, -1.72300)
H (0.05599, -4.36475, -0.22350)
C (4.06214, 0.78080, -1.83726)
H (4.95236, 1.29280, -2.15559)
H (-2.00429, -1.38299, -4.71038)
H (-6.00487, -0.81958, -1.75339)
C (-2.21015, -2.30974, 1.62105)
H (2.95157, 1.84167, 1.77223)
H (-4.72496, -0.64932, -0.20584)
H (-4.90894, 0.75330, 1.96675)
C (2.17069, -2.26616, -1.29419)
C (2.71659, -0.92012, -1.42890)
C (1.29343, -1.01078, 4.15536)
H (0.89303, -2.02177, 4.17746)
H (2.00371, 1.84536, 3.26991)
H (-0.57955, 7.08016, 2.23724)
C (2.88985, 1.22970, -1.31666)
Ge (-1.43265, 0.23343, -1.92239)
H (-1.64484, -2.27611, 2.55628)
H (-2.90727, 0.74300, -4.25336)
H (-4.20992, -2.39122, 2.51085)
N (1.09260, -2.52405, -0.59523)
H (-4.48404, 0.89613, -6.12220)
C (-4.17740, 0.67790, 2.77345)
H (-0.96216, 3.78372, -3.59445)
C (-6.13938, 0.13045, -4.99257)
Ag (0.05641, -0.18260, 0.10752)
C (-0.97594, -1.03631, -4.61689)
H (0.53672, -0.70938, -3.10303)
H (4.65459, -1.21887, -2.22304)
C (-0.94049, 2.10831, -2.22864)
Ge (-2.31176, -0.49320, 0.88221)
H (-6.84011, 0.19286, -5.81484)
H (-2.29891, 6.84055, 1.89703)
N (3.93584, -0.58812, -1.91108)
C (-5.65798, -0.43340, -2.70288)
H (-0.51650, 7.70413, -0.03863)
C (-4.82199, 0.52313, -5.16361)
C (-0.51524, -0.99682, -3.15699)
N (-1.14603, 5.09410, 1.83316)
H (-7.57832, -0.66518, -3.61252)
S (0.09222, 2.83099, 1.15305)
C (-1.37643, 2.77457, -3.53535)
H (-2.46006, 2.86355, -3.60407)
H (-1.95266, 6.74900, -0.44835)
H (-1.61800, -2.89707, 0.91518)
H (-4.12633, -3.03158, 0.87456)
C (-4.32601, -0.03749, -2.85341)
H (-2.59346, 1.81132, 1.79765)
H (-1.32391, 2.66026, -1.36986)
C (-1.29307, 6.52859, 1.62259)
S (0.03624, 5.39197, -0.39784)
H (-0.90912, -0.05966, -5.09919)
H (-4.41294, 1.45927, 3.49916)

2.
This record from the Open Molecules 2025 dataset describes a molecular structure, C27H43BrN2OP2Sn at a distorted geometry. The level of theory is wB97M-V/def2-TZVPD.

* charge: +4
* gap between HOMO and LUMO (spin up / spin down): 5.761 / 5.626 eV
* electronic energy: -128130.309 eV
* F_max: 4.0 eV/Å
* energy relative to the best compared isomer or geometry (same formula, charge and spin): 42.0 kcal per mole

Cartesian coordinates (Å):
H (-0.89708, -1.66464, 2.30387)
H (6.97880, -6.88097, 1.21381)
C (3.81076, -6.30306, -0.84643)
C (6.08202, -6.70268, 0.63324)
C (4.24459, -5.26347, -0.00709)
H (-1.36695, 0.97163, 5.48539)
H (-0.62291, 4.08321, -4.60629)
H (-1.76889, 3.10273, -2.55907)
C (-1.00799, 3.06812, -4.61378)
H (-5.15393, 2.79700, 2.49389)
H (-1.72417, -2.35226, -3.66442)
C (5.43996, -5.45852, 0.72800)
H (-0.19567, -0.84239, -2.37108)
N (5.63207, -7.67668, -0.14124)
C (-3.09715, 2.53151, 1.85009)
P (-1.75589, 1.21102, 1.72677)
C (2.83802, -1.49575, 0.05418)
C (-4.43697, 1.98177, 2.33132)
C (2.39552, 0.78346, 0.73737)
C (-2.89891, 0.34383, -2.04036)
H (0.43190, -0.11902, -3.91472)
H (-3.69351, -0.36837, 1.84942)
P (-1.70419, 0.75921, -3.31750)
H (-4.99910, -0.00671, -1.65793)
O (0.14032, 3.16128, 1.48337)
H (2.19490, 1.49734, 1.53299)
C (0.88330, 4.87517, 3.03283)
H (2.99600, -1.83185, -2.06303)
H (-2.36832, -1.79656, 3.30146)
H (-0.32497, 2.47759, -5.22267)
H (-2.56991, 1.94034, 4.61784)
H (-2.75915, 1.04849, -1.19993)
C (0.98415, 4.00820, 1.81019)
C (4.53832, -7.50148, -0.86487)
H (-4.32672, 1.43889, 3.27790)
C (2.88069, -1.07900, -1.28863)
H (-1.26030, -1.57792, -5.19117)
H (2.82013, 4.91805, 1.55004)
H (0.42182, 4.23618, 3.78327)
C (2.73719, 0.25430, -1.64591)
H (-2.75165, 3.36429, 2.49249)
Sn (-0.26244, 0.13617, -0.38226)
C (-4.37865, 0.39564, -2.46417)
H (-2.66890, -0.70177, -1.75067)
C (-0.91819, -1.80205, -4.17298)
H (2.81439, 0.55036, -2.70100)
C (-0.46432, -0.52275, -3.41586)
H (-2.28669, -2.59534, 1.75102)
N (2.17490, 4.21210, 1.17512)
C (-1.11695, 2.49156, -3.21229)
H (-0.07372, -2.50215, -4.25678)
H (2.90661, -6.15796, -1.44343)
H (1.90066, 5.17208, 3.31105)
H (4.18913, -8.31188, -1.49303)
H (5.82090, -4.66226, 1.37182)
H (-2.53056, 0.16243, 4.42046)
C (-1.91500, 1.06353, 4.53948)
H (-2.63299, -0.65845, 0.48318)
C (2.45686, 1.18559, -0.62142)
H (-4.87044, 1.30541, 1.58539)
H (-4.73481, 1.40967, -2.66161)
Br (1.50674, 2.76232, -1.29307)
H (-0.36025, 2.15104, 3.45180)
C (-1.99340, -1.68056, 2.27824)
H (2.55220, -0.95598, 2.06015)
C (-2.62848, -0.47650, 1.58034)
H (-1.96383, 3.07567, -5.12624)
C (3.06265, -2.89070, 0.29587)
H (-0.18538, 0.39024, 3.38690)
C (3.46068, -4.03020, 0.07011)
H (2.27716, 3.90257, 0.20332)
H (-3.17819, 2.95522, 0.83406)
H (-0.08436, 2.50991, -2.81485)
H (-4.56693, -0.20198, -3.35807)
H (0.24825, 5.74629, 2.85130)
C (2.60629, -0.56537, 1.05246)
C (-0.92906, 1.20579, 3.39211)

3.
This record from the Open Molecules 2025 dataset describes 9 unconnected molecules or ions with the total composition C27H43Cl4N5O3 at a distorted geometry. The level of theory is wB97M-V/def2-TZVPD.

* gap between HOMO and LUMO: 7.870 eV
* electronic energy: -92376.808 eV
* F_max: 1.4 eV/Å
* SMILES string: ClC(Cl)(Cl)Cl.c1cc[nH]c1.c1cc[nH]c1.c1cc[nH]c1.c1cc[nH]c1.c1cc[nH]c1.CCO.CCO.CCO
* energy relative to the best compared isomer or geometry (same formula, charge and spin): 0.0 kcal per mole

Cartesian coordinates (Å):
Cl (2.27978, 2.34563, 3.20969)
N (0.14013, -4.59438, 1.86754)
Cl (-0.01985, 1.56225, 4.70602)
C (1.87270, 0.19453, -3.11781)
H (-1.45885, 4.13617, -4.31022)
H (-2.19091, -2.38971, 3.55607)
H (1.81211, 2.58683, -1.21119)
H (-5.84658, 1.15328, 0.31218)
C (4.58147, -2.11152, -0.23140)
H (-5.29815, -1.07154, -3.20616)
C (0.73944, -5.44625, -0.08830)
H (-1.95971, -1.10002, 4.63833)
C (1.36964, 2.64184, 4.70324)
C (-0.88110, -2.85507, 5.27642)
H (0.30315, -0.12790, -5.99732)
C (-0.80194, -5.54687, 1.56582)
C (2.36840, 3.05108, -0.39216)
C (-0.16986, -0.25138, -3.90551)
H (1.31349, -5.70326, -0.96230)
H (-1.14211, -1.56105, -0.27695)
O (-0.26990, -3.99442, 4.67317)
C (-0.16830, -0.05283, 0.98847)
H (4.94179, -2.03218, -1.24375)
C (-1.38158, 4.96590, -3.60538)
H (-2.48374, 0.60179, -1.29103)
H (2.48985, 2.31062, 0.39603)
H (-0.14119, -2.29995, 5.85498)
H (0.11432, 1.98873, 1.61964)
N (0.59183, -0.09375, -2.77565)
H (1.86119, -3.79319, 0.85942)
H (-2.41564, 5.13773, -3.27957)
C (-1.21513, 1.69521, 0.08167)
H (6.03903, -3.47950, 0.72278)
H (-1.00786, -6.91961, -0.04889)
H (-1.77546, -3.12790, 5.84100)
C (-1.03668, -0.53134, 0.02613)
H (0.42946, -0.56513, 1.72349)
C (0.65899, -0.04827, -4.98165)
H (-1.20939, -0.51630, -3.81934)
H (4.81533, -2.87140, 2.83830)
O (0.86288, 4.49998, -2.71641)
C (-0.51681, 4.65993, -2.41450)
H (-1.51233, -5.81985, 2.32644)
H (-0.63223, 5.39119, -1.61196)
H (0.24517, -0.22964, -1.83477)
H (-1.46991, 2.73137, -0.06260)
C (-6.75040, 0.48885, -2.65368)
H (-0.65296, -1.59025, 3.48610)
C (3.55874, -1.33150, 0.36045)
C (3.55674, -1.59583, 1.70889)
H (4.32809, 2.90305, -1.35496)
C (-0.44271, -6.09317, 0.35555)
H (-7.27085, 0.64367, -3.58368)
N (4.55718, -2.50060, 1.94203)
H (-1.16641, 5.88913, -4.14810)
Cl (2.37210, 2.24357, 6.11321)
C (1.94690, 0.28950, -4.49230)
C (-1.69821, 0.57678, -0.55384)
C (-1.41776, -1.93295, 4.18239)
H (2.82176, 0.48742, -5.08753)
H (-0.19093, -4.69065, 5.33087)
N (-0.31655, 1.30481, 1.02322)
H (-4.44341, -0.69751, -0.58882)
H (-7.69595, 1.87504, -1.16038)
C (1.06407, -4.51924, 0.87236)
N (-6.03152, 0.70943, -0.56809)
H (1.23605, 4.57807, -0.67206)
H (2.99686, -1.21638, 2.54681)
H (2.62481, 0.30433, -2.35343)
H (4.22496, 4.09901, -0.02917)
C (3.68549, 3.63900, -0.85104)
H (-0.88445, 3.72704, -1.96503)
C (-5.22164, -0.22453, -1.16380)
H (0.10497, -3.96820, 2.65699)
O (1.53933, 4.10753, 0.11352)
H (3.50350, 4.30095, -1.70209)
C (-5.66644, -0.40484, -2.44396)
H (2.86367, -0.69297, -0.16168)
C (-6.98322, 1.12669, -1.46528)
C (5.20268, -2.80523, 0.78283)
Cl (0.86092, 4.33094, 4.71550)
H (0.95965, 4.11922, -3.59384)